Entry w
{"formula": "C4H7NO", "method": "wB97M-V/def2-TZVPD", "smiles": "O/C=N/C1CC1", "spin_multiplicity": 1, "species": ["C", "C", "C", "C", "N", "O", "H", "H", "H", "H", "H", "H", "H"], "xyz": [[-0.662, -0.142, -0.512], [-0.515, 1.316, -0.183], [-1.513, 0.483, 0.550], [1.537, -0.863, -0.227], [0.312, -1.009, -0.126], [2.324, -1.839, 0.219], [-1.042, -0.431, -1.387], [0.356, 1.776, 0.212], [-0.942, 2.184, -0.700], [-1.209, 0.330, 1.528], [-2.497, 0.589, 0.515], [2.035, 0.120, -0.599], [1.818, -2.513, 0.710]]}


Entry x
{"formula": "C4H7NO", "method": "wB97M-V/def2-TZVPD", "smiles": "CC1=NCCO1", "spin_multiplicity": 1, "species": ["C", "C", "N", "C", "C", "O", "H", "H", "H", "H", "H", "H", "H"], "xyz": [[-1.263, 1.519, -0.764], [-0.500, 0.380, -0.175], [-0.670, -0.859, -0.408], [0.287, -1.555, 0.477], [1.322, -0.450, 0.661], [0.511, 0.729, 0.693], [-1.769, 2.080, 0.028], [-2.002, 1.142, -1.473], [-0.581, 2.208, -1.274], [-0.290, -1.931, 1.337], [0.765, -2.399, -0.012], [1.930, -0.453, -0.278], [2.259, -0.411, 1.188]]}


Which is most stable, and by how much? entry x, by 133.2 kJ/mol.


Entry w
{"formula": "C4H7NO", "method": "wB97M-V/def2-TZVPD", "spin_multiplicity": 1, "species": ["C", "C", "C", "C", "O", "N", "H", "H", "H", "H", "H", "H", "H"], "xyz": [[0.502, 1.556, 0.491], [-0.245, 0.435, -0.130], [-1.049, -0.701, 0.464], [-1.139, -1.012, -1.047], [-1.622, -1.864, -1.727], [-0.354, 0.155, -1.392], [0.971, 2.176, -0.276], [-0.168, 2.171, 1.100], [1.275, 1.165, 1.163], [2.091, -1.325, 0.077], [-0.503, -1.433, 1.068], [-1.988, -0.432, 0.956], [2.015, -1.027, -0.601]]}


Entry x
{"formula": "C4H7NO", "method": "wB97M-V/def2-TZVPD", "smiles": "CO[C@@H](C)C#N", "spin_multiplicity": 1, "species": ["C", "O", "C", "C", "C", "N", "H", "H", "H", "H", "H", "H", "H"], "xyz": [[0.214, -1.505, 0.947], [0.196, -0.086, 1.085], [-0.465, 0.637, 0.044], [0.509, 1.588, -0.615], [-1.001, -0.256, -1.011], [-0.997, -1.275, -1.557], [0.979, -1.723, 0.196], [-0.887, -1.981, 0.533], [0.585, -1.959, 1.897], [-1.268, 1.165, 0.547], [0.962, 2.191, 0.171], [1.290, 1.029, -1.139], [-0.032, 2.209, -1.334]]}


Entry y
{"formula": "C4H7NO", "method": "wB97M-V/def2-TZVPD", "smiles": "C[C@@]1(C=O)CN1", "spin_multiplicity": 1, "species": ["C", "C", "C", "N", "C", "O", "H", "H", "H", "H", "H", "H", "H"], "xyz": [[1.339, -1.026, -0.365], [-0.003, 0.179, 0.171], [-0.477, 1.704, 0.349], [-0.234, 1.093, -0.918], [-0.929, -0.864, 0.694], [-0.650, -2.016, 0.457], [1.146, -2.050, -0.809], [1.685, -0.399, -1.162], [2.039, -1.214, 0.451], [-1.544, 1.934, 0.565], [0.160, 2.529, 0.671], [-1.047, 0.916, -1.489], [-1.765, -0.635, 1.381]]}


Entry z
{"formula": "C4H7NO", "method": "wB97M-V/def2-TZVPD", "smiles": "C[C@H]1CN1C=O", "spin_multiplicity": 1, "species": ["C", "C", "C", "N", "C", "O", "H", "H", "H", "H", "H", "H", "H"], "xyz": [[0.178, 0.898, -1.549], [-0.399, 0.214, -0.335], [-0.251, -1.254, -0.069], [0.536, -0.279, 0.650], [0.372, -0.029, 2.002], [0.516, -0.843, 2.880], [0.573, 1.883, -1.277], [-0.588, 1.039, -2.319], [0.998, 0.311, -1.974], [-1.305, 0.668, 0.070], [-1.038, -1.754, 0.496], [0.286, -1.885, -0.774], [0.122, 1.031, 2.199]]}


Which is most stable, and by how much? entry z, by 76.5 kJ/mol.


Entry w
{"formula": "C4H7NO", "method": "wB97M-V/def2-TZVPD", "spin_multiplicity": 1, "species": ["O", "C", "C", "N", "C", "C", "H", "H", "H", "H", "H", "H", "H"], "xyz": [[1.896, -0.087, -2.473], [1.468, 0.095, -1.347], [0.549, -0.785, -0.673], [0.058, -0.435, 0.509], [-0.831, -0.477, 1.436], [-0.056, 0.763, 1.357], [1.761, 0.997, -0.758], [0.219, -1.720, -1.109], [-1.633, 0.052, -1.102], [-1.668, -1.068, 1.761], [-2.077, 0.073, -0.496], [-0.441, 1.646, 0.835], [0.755, 0.947, 2.061]]}


Entry x
{"formula": "C4H7NO", "method": "wB97M-V/def2-TZVPD", "smiles": "C=C1C[C@@H]1ON", "spin_multiplicity": 1, "species": ["C", "C", "C", "C", "N", "O", "H", "H", "H", "H", "H", "H", "H"], "xyz": [[-0.032, -0.080, 1.144], [-0.124, -0.602, 2.343], [-0.766, 0.353, -0.065], [0.704, 0.321, -0.110], [1.010, -0.628, -2.293], [1.290, -0.795, -0.918], [0.742, -0.800, 3.016], [-0.987, -0.650, 2.861], [-1.433, -0.436, -0.450], [-1.333, 1.419, -0.078], [1.271, 1.255, -0.206], [1.576, 0.199, -2.680], [-0.007, -0.614, -2.591]]}


Entry y
{"formula": "C4H7NO", "method": "wB97M-V/def2-TZVPD", "smiles": "C[C@H]1CNC1=O", "spin_multiplicity": 1, "species": ["C", "C", "C", "N", "C", "O", "H", "H", "H", "H", "H", "H", "H"], "xyz": [[1.586, -0.031, 0.469], [0.357, -0.111, -0.422], [-0.896, -0.857, 0.105], [-1.680, 0.319, -0.266], [-0.588, 1.106, -0.540], [-0.465, 2.282, -0.774], [2.158, 0.880, 0.268], [1.314, -0.032, 1.531], [2.244, -0.889, 0.292], [0.629, -0.445, -1.429], [-0.860, -1.028, 1.188], [-1.178, -1.780, -0.410], [-2.620, 0.588, -0.012]]}


Which is most stable, and by how much? entry y, by 442.2 kJ/mol.